One molecule with the formula C3H4Cl2 at a distorted geometry, computed with ωB97M-V with the def2-TZVPD basis set.

Values from the calculation:
Energy above the lowest of the compared OMol25 structures with the same formula, charge and spin in eV: 1.217
Calculated total energy in Eh: -1037.02702
Gap between HOMO and LUMO in eV: 10.189

The geometry in XYZ format:
```
9
Properties=species:S:1:pos:R:3:forces:R:3
Cl 2.03952 -1.11574 -0.56581 -0.28 -0.28 -0.36
Cl -1.76973 -1.58683 -0.34608 0.57 0.81 0.55
C -0.62794 -0.27776 -0.02964 0.71 1.76 -1.26
C -0.80228 1.00264 -0.51978 0.58 -0.03 0.83
C 0.77038 -0.58363 0.59735 0.36 1.26 0.82
H 1.10812 0.52647 0.79613 -0.43 -2.61 0.55
H 0.01700 1.76917 -0.58185 -0.07 -1.39 0.83
H 0.91077 -1.37965 1.47346 -1.02 2.23 -1.75
H -1.64583 1.64533 -0.82378 -0.44 -1.76 -0.21
```
Positions in Å, forces in eV/Å.